This record from the OMol25 dataset describes a molecular structure, C28H32CoN5O8P2Se. The level of theory is wB97M-V/def2-TZVPD.

Positions of all 77 atoms, in Å:
Co -0.910 0.877 -0.039
C 2.305 -1.916 0.043
C 1.008 -1.376 -0.006
N 0.803 -0.081 -0.137
C 1.869 0.747 -0.120
C 3.188 0.303 -0.100
C 3.391 -1.088 -0.033
C 4.238 1.284 -0.071
C 3.964 2.604 0.029
C 2.608 3.070 0.132
C 2.233 4.399 0.392
C 0.908 4.699 0.577
C -0.056 3.685 0.472
N 0.275 2.449 0.177
C 1.578 2.137 0.030
H 2.415 -2.983 0.168
H 0.132 -2.010 0.091
H 4.396 -1.490 0.012
H 5.264 0.938 -0.100
H 4.766 3.331 0.077
H 2.993 5.166 0.474
H 0.589 5.705 0.812
H -1.111 3.865 0.631
N -4.096 1.123 3.657
C -3.413 0.446 2.479
C -4.044 -0.926 2.254
P -1.624 0.333 3.074
O -1.468 -1.141 3.612
O -1.623 1.270 4.247
O -0.671 0.596 1.939
P -3.731 1.646 1.065
O -4.670 0.879 0.044
O -4.472 2.773 1.703
O -2.425 1.978 0.365
H -3.286 1.380 4.289
H -4.756 0.503 4.115
H -4.560 1.969 3.259
H -3.953 -1.534 3.155
H -3.525 -1.455 1.456
H -5.092 -0.829 1.963
H -1.194 -1.871 2.981
H -4.105 0.321 -0.551
Se -0.638 -3.814 1.985
C 1.182 -3.725 2.479
C 1.726 -2.671 3.227
C 3.086 -2.630 3.480
N 3.967 -3.547 3.070
C 3.443 -4.575 2.393
C 2.102 -4.709 2.083
H 1.091 -1.874 3.593
H 3.497 -1.797 4.044
H 4.148 -5.337 2.070
H 1.759 -5.567 1.519
O -1.807 -0.761 -0.182
O -2.856 -0.909 -0.933
C 1.732 -0.741 -3.669
N 0.483 -1.443 -3.904
C 0.686 -2.876 -3.838
C -0.560 -1.043 -2.957
C -0.900 0.427 -3.048
C -1.091 0.908 -4.349
C -1.453 2.215 -4.603
C -1.655 3.067 -3.527
C -1.474 2.595 -2.238
C -1.075 1.282 -1.950
H 2.456 -1.020 -4.438
H 2.174 -0.978 -2.688
H 1.571 0.335 -3.722
H 1.429 -3.181 -4.577
H -0.250 -3.393 -4.055
H 1.032 -3.211 -2.845
H -0.298 -1.321 -1.938
H -1.458 -1.621 -3.196
H -0.935 0.216 -5.169
H -1.593 2.559 -5.621
H -1.969 4.092 -3.685
H -1.692 3.272 -1.426

Properties
Multiplicity = 2
Total charge = -1
F_max = 0.0072 Eh/bohr
Energy relative to the best compared isomer or geometry (same formula, charge and spin) = 4.8 kcal/mol
HOMO-LUMO gap (spin up / spin down) = 5.81 / 5.81 eV